Here is a 19-piece molecular cluster, C23H43BCl36NO3P overall from the Open Molecules 2025 dataset. Energies are from ωB97M-V/def2-TZVPD.

Results
Calculated total energy = -18115.7556 a.u.
Total charge = 0
Frontier orbital gap = 8.88 eV
F_max = 1.4 eV/Å
LUMO energy = -0.82 eV

Each atom is followed by the atoms it is bonded to, with distances in Å.
CARTESIAN COORDINATES (ANGSTROEM)
1 Cl 13.105 -0.199 4.068  C52 1.767
2 Cl -11.571 0.680 2.198  C45 1.770
3 Cl -11.146 4.716 3.033  C49 1.763
4 Cl 4.461 0.756 -2.546  C53 1.766
5 Cl 7.923 0.370 -2.231  C62 1.775
6 Cl -5.640 5.406 -1.198  C42 1.771
7 Cl -10.742 0.408 -0.598  C45 1.775
8 Cl -7.448 6.602 3.327  C57 1.770
9 Cl -0.372 -2.822 -1.649  C60 1.774
10 Cl -7.470 7.373 -2.364  C42 1.766
11 Cl -11.783 4.457 0.180  C49 1.774
12 Cl 3.583 3.168 -3.954  C53 1.769
13 Cl -4.669 3.999 1.526  C51 1.772
14 Cl 5.372 -0.090 2.197  C58 1.768
15 Cl -5.145 -1.945 -0.508  C55 1.764
16 Cl -2.630 -1.196 -2.568  C60 1.763
17 Cl 10.452 1.828 -2.467  C62 1.764
18 Cl 4.433 2.296 0.795  C58 1.770
19 Cl 2.650 4.790 -8.167  C54 1.768
20 Cl -14.328 7.004 -3.692  C48 1.767
21 Cl 6.880 -3.370 4.756  C43 1.767
22 Cl -8.881 5.762 0.913  C57 1.769
23 Cl -16.312 0.629 -0.561  C50 1.768
24 Cl 14.485 -2.734 4.556  C52 1.772
25 Cl 12.518 -5.487 7.006  C64 1.768
26 Cl 9.761 -2.895 4.980  C43 1.775
27 Cl 10.906 -6.067 4.628  C64 1.765
28 Cl -8.769 -3.493 -0.377  C61 1.767
29 Cl -11.782 7.386 -2.293  C48 1.768
30 Cl -14.108 2.562 -0.691  C50 1.770
31 Cl 11.561 -8.290 2.218  C59 1.767
32 Cl 9.235 -6.839 1.222  C59 1.768
33 Cl -6.557 -5.209 0.508  C61 1.769
34 Cl -7.460 -0.181 -0.177  C55 1.769
35 Cl 0.728 2.630 -7.714  C54 1.768
36 Cl -1.984 2.842 1.423  C51 1.764
37 P 7.309 -3.121 -0.282  O38 1.608, O39 1.599, O40 1.472, B65 1.926
38 O 6.721 -4.512 -0.835  P37 1.608, H96 0.967
39 O 8.566 -2.821 -1.224  P37 1.599, H79 0.969
40 O 7.646 -3.222 1.147  P37 1.472
41 N 2.383 -2.601 0.918  C44 1.339, C47 1.337
42 C -6.712 5.789 -2.554  Cl6 1.771, Cl10 1.766, H91 1.083, H97 1.084
43 C 8.479 -3.764 4.113  Cl21 1.767, Cl26 1.775, H80 1.083, H105 1.082
44 C 3.638 -2.158 0.766  N41 1.339, C46 1.396, H94 1.090
45 C -10.650 1.402 0.870  Cl2 1.770, Cl7 1.775, H82 1.087, H103 1.084
46 C 4.457 -2.352 -0.348  C44 1.396, C56 1.405, B65 1.558
47 C 1.938 -3.281 -0.143  N41 1.337, C63 1.386, H95 1.074
48 C -12.897 6.220 -3.015  Cl20 1.767, Cl29 1.768, H74 1.083, H108 1.084
49 C -12.254 5.164 1.738  Cl3 1.763, Cl11 1.774, H98 1.084, H107 1.084
50 C -14.559 0.853 -0.593  Cl23 1.768, Cl30 1.770, H102 1.084, H104 1.083
51 C -2.928 4.330 1.513  Cl13 1.772, Cl36 1.764, H76 1.083, H78 1.084
52 C 13.065 -1.741 4.928  Cl1 1.767, Cl24 1.772, H68 1.083, H69 1.085
53 C 4.842 2.431 -2.952  Cl4 1.766, Cl12 1.769, H72 1.084, H85 1.084
54 C 1.856 3.767 -6.965  Cl19 1.768, Cl35 1.768, H73 1.084, H99 1.083
55 C -5.695 -0.292 -0.227  Cl15 1.764, Cl34 1.769, H66 1.084, H83 1.082
56 C 3.931 -3.052 -1.447  C46 1.405, C63 1.387, H67 1.081
57 C -7.330 6.274 1.592  Cl8 1.770, Cl22 1.769, H90 1.084, H93 1.082
58 C 5.714 1.598 1.797  Cl14 1.768, Cl18 1.770, H89 1.083, H100 1.084
59 C 10.032 -8.412 1.341  Cl31 1.767, Cl32 1.768, H71 1.083, H86 1.083
60 C -1.899 -2.800 -2.553  Cl9 1.774, Cl16 1.763, H77 1.084, H106 1.083
61 C -8.085 -5.121 -0.378  Cl28 1.767, Cl33 1.769, H70 1.083, H92 1.083
62 C 9.690 0.243 -2.335  Cl5 1.775, Cl17 1.764, H87 1.084, H101 1.084
63 C 2.632 -3.520 -1.319  C47 1.386, C56 1.387, H75 1.079
64 C 12.533 -5.835 5.273  Cl25 1.768, Cl27 1.765, H84 1.083, H88 1.084
65 B 5.913 -1.799 -0.391  P37 1.926, C46 1.558, H81 1.176
66 H -5.332 0.336 -1.032  C55 1.084
67 H 4.519 -3.205 -2.341  C56 1.081
68 H 13.052 -1.545 5.994  C52 1.083
69 H 12.172 -2.279 4.630  C52 1.085
70 H -7.906 -5.420 -1.404  C61 1.083
71 H 9.380 -9.095 1.873  C59 1.083
72 H 4.929 2.998 -2.032  C53 1.084
73 H 1.306 4.400 -6.278  C54 1.084
74 H -12.381 5.695 -3.810  C48 1.083
75 H 2.161 -4.066 -2.121  C63 1.079
76 H -2.671 4.855 2.425  C51 1.083
77 H -2.589 -3.491 -2.080  C60 1.084
78 H -2.701 4.941 0.647  C51 1.084
79 H 8.231 -2.572 -2.098  O39 0.969
80 H 8.509 -3.484 3.068  C43 1.083
81 H 6.171 -0.657 -0.511  B65 1.176
82 H -11.090 2.368 0.637  C45 1.087
83 H -5.298 0.047 0.721  C55 1.082
84 H 12.994 -5.001 4.758  C64 1.083
85 H 5.778 2.454 -3.498  C53 1.084
86 H 10.229 -8.780 0.342  C59 1.083
87 H 10.050 -0.248 -1.438  C62 1.084
88 H 13.102 -6.742 5.105  C64 1.084
89 H 5.789 2.169 2.714  C58 1.083
90 H -7.016 7.180 1.086  C57 1.084
91 H -6.129 5.791 -3.467  C42 1.083
92 H -8.792 -5.794 0.092  C61 1.083
93 H -6.603 5.488 1.438  C57 1.082
94 H 4.058 -1.597 1.601  C44 1.090
95 H 0.954 -3.695 -0.026  C47 1.074
96 H 5.888 -4.692 -0.377  O38 0.967
97 H -7.488 5.034 -2.600  C42 1.084
98 H -13.246 4.804 1.986  C49 1.084
99 H 2.613 3.205 -6.434  C54 1.083
100 H 6.650 1.637 1.250  C58 1.084
101 H 9.943 -0.341 -3.212  C62 1.084
102 H -14.137 0.441 0.317  C50 1.084
103 H -9.613 1.498 1.172  C45 1.084
104 H -14.158 0.342 -1.460  C50 1.083
105 H 8.646 -4.826 4.228  C43 1.082
106 H -1.704 -3.103 -3.575  C60 1.083
107 H -12.257 6.243 1.637  C49 1.084
108 H -13.213 5.524 -2.247  C48 1.084